The following is a quantum chemistry calculation of a 2-piece molecular cluster, C3H9NOSi overall at a distorted geometry, from OMol25.

Geometry as XYZ:
```
15
Properties=species:S:1:pos:R:3:forces:R:3
C -2.397264 0.844959 0.694435 3.5 -0.1 0.1
C -1.703756 0.608153 -0.437393 2.9 -0.3 1.4
C 0.759566 -2.168854 -0.395104 -4.7 0.8 -0.5
N 1.763451 1.493985 0.604838 1.0 0.5 2.4
O 1.270521 -0.964817 0.009613 3.1 -0.2 -0.2
Si 0.973274 0.481170 -0.539395 -2.9 2.8 1.8
H -3.427794 0.886083 0.704295 -2.3 -0.1 -0.1
H -1.923792 1.018930 1.725007 -0.4 -0.1 -1.8
H -2.094295 0.293045 -1.391250 -0.6 0.3 -0.1
H 1.278313 -3.068485 -0.517321 2.0 -0.7 -0.1
H 0.077209 -2.017434 -1.288235 0.9 -0.4 0.6
H 0.065677 -2.278530 0.416609 -0.9 -1.4 0.2
H 2.145715 1.250743 1.574387 -1.1 -0.1 -2.2
H 1.782968 2.519878 0.600823 -0.3 -0.8 -0.6
H 1.430211 1.101173 -1.761308 -0.1 -0.4 -1.0
```
Forces are in eV/Å.

Properties
net charge = 0
HOMO-LUMO gap = 0.331 Eh
HOMO energy = -8.07 eV
E = -14669.734 eV
ΔE to the lowest compared entry with this formula, charge and spin = 2.663 eV

The following is a quantum chemistry calculation of an isolated ion of composition C6H8N and charge +1 at a distorted geometry, from OMol25.

Geometry as XYZ:
```
15
Properties=species:S:1:pos:R:3:forces:R:3
C 0.691748 1.736414 -0.823385 -1.0 3.8 0.1
C 0.864746 -0.001307 1.028738 2.1 0.6 0.9
C 0.929698 0.502176 -0.416040 -0.1 -3.9 0.0
C -0.404048 -0.281793 0.394168 1.7 0.8 -0.1
C -0.149914 3.977258 -0.348187 -0.2 0.5 -0.7
C -0.757772 -1.564866 -0.256852 -0.5 -0.3 -1.4
N 0.366081 2.919856 -0.617473 0.6 -2.1 -0.1
H 1.556238 -0.830881 1.138891 -0.2 -0.2 0.0
H 1.145447 0.769637 1.793468 -1.2 -0.6 -0.7
H 1.133545 -0.295082 -1.143492 0.6 0.9 0.1
H -1.109182 0.499258 0.460708 -1.2 0.3 0.3
H -0.266265 5.001488 -0.645329 0.0 0.2 0.4
H -0.753991 -1.325402 -1.382396 -0.1 -0.8 1.5
H -1.855437 -1.610161 -0.018943 1.0 -1.1 -0.1
H -0.069131 -2.496083 -0.058392 -1.6 1.9 -0.1
```
Forces are in eV/Å.

Properties
net charge = +1
HOMO-LUMO gap (spin up / spin down) = 0.300 / 0.313 Eh
multiplicity = 3
HOMO energy (spin up / spin down) = -12.39 / -14.96 eV
E = -7828.316 eV
ΔE to the lowest compared entry with this formula, charge and spin = 1.685 eV

The following is a quantum chemistry calculation of C20H25FN2O2S in the gas phase at a distorted geometry, from OMol25.

Geometry as XYZ:
```
51
Properties=species:S:1:pos:R:3:forces:R:3
C 2.242596 3.942009 1.286528 0.1 -0.3 -0.2
C 3.112580 2.913223 0.579967 0.2 0.2 0.5
H 3.592313 2.255448 1.312127 0.0 0.1 -0.2
H 3.869471 3.397670 -0.040703 -0.1 -0.1 0.1
O 2.345814 2.115250 -0.324678 0.0 0.2 -0.4
C 1.677909 1.083247 0.197706 -0.3 -0.3 0.1
O 1.706492 0.792610 1.364646 0.0 0.1 0.1
C 0.928265 0.301189 -0.878255 0.0 -0.1 -0.2
C -0.048314 -0.672281 -0.210092 -0.1 0.3 0.2
C -1.207173 0.076713 0.463715 0.1 -0.2 0.2
N -1.912470 0.989556 -0.414924 -0.2 0.1 0.0
C -0.991188 1.927724 -1.016522 0.1 0.0 -0.3
C 0.150193 1.256991 -1.792457 -0.1 0.2 0.2
H -0.259976 0.690702 -2.632027 0.0 -0.1 -0.1
H 0.818511 2.020335 -2.191152 0.0 0.0 -0.1
H -1.550858 2.596080 -1.675962 0.0 0.0 0.1
H -0.569085 2.528812 -0.204687 0.0 0.1 0.0
C -2.804751 0.334389 -1.356605 0.0 0.1 0.0
C -3.938978 -0.304150 -0.632399 -0.2 -0.1 0.0
C -4.320425 -1.609132 -0.614489 0.5 0.7 -0.3
N -5.396280 -1.900231 0.155129 -0.6 -0.8 0.3
C -5.867101 -0.864806 0.746862 0.2 0.9 -0.1
C -7.033978 -0.864217 1.658619 -0.2 0.1 0.1
H -7.427612 -1.874088 1.733876 0.0 0.0 0.0
H -6.742344 -0.515175 2.648186 -0.1 0.0 0.1
H -7.810378 -0.199871 1.282150 -0.1 0.0 0.0
S -4.992029 0.619330 0.389145 0.0 -0.8 -0.1
H -3.843564 -2.405062 -1.158164 0.2 -0.1 -0.2
H -2.316109 -0.438035 -1.974052 -0.1 0.1 0.0
H -3.194829 1.106689 -2.028476 0.1 -0.1 0.0
H -1.924134 -0.643267 0.864496 0.1 0.1 0.1
H -0.813906 0.662823 1.297969 0.0 -0.1 0.0
H 0.476275 -1.252653 0.548745 0.0 -0.1 0.0
H -0.441412 -1.358778 -0.963146 0.1 -0.1 -0.1
C 1.998545 -0.453902 -1.709584 0.0 0.1 0.2
C 2.966642 -1.200078 -0.837828 0.2 -0.2 -0.1
C 4.139338 -0.583564 -0.420380 0.2 -0.1 0.1
C 4.996109 -1.257870 0.426864 -0.1 -0.1 0.0
C 4.733499 -2.539095 0.873416 0.2 0.2 0.0
C 3.573215 -3.155393 0.439872 0.0 0.0 0.0
C 2.700802 -2.494613 -0.407276 0.0 0.0 0.0
H 1.803877 -2.993720 -0.741892 -0.1 0.0 0.0
H 3.347962 -4.158971 0.767355 0.0 -0.1 0.0
H 5.425457 -3.032031 1.537113 0.1 0.0 0.1
F 6.130958 -0.641685 0.825606 -0.1 -0.1 0.0
H 4.393178 0.412481 -0.749347 0.0 0.1 0.0
H 1.487657 -1.146188 -2.382160 0.0 0.1 0.0
H 2.539100 0.279047 -2.311496 0.0 0.0 -0.1
H 2.863932 4.574699 1.913609 0.1 0.1 0.1
H 1.724168 4.561941 0.558419 0.0 0.1 0.0
H 1.508907 3.439900 1.912442 0.0 0.0 0.1
```
Forces are in eV/Å.

Properties
net charge = 0
HOMO-LUMO gap = 0.336 Eh
HOMO energy = -8.46 eV
E = -41774.562 eV
ΔE to the lowest compared entry with this formula, charge and spin = 0.546 eV

The following is a quantum chemistry calculation of C3H6O4 as an isolated structure at a distorted geometry, from OMol25.

Geometry as XYZ:
```
13
Properties=species:S:1:pos:R:3:forces:R:3
C 0.944269 1.179439 0.255630 0.2 -0.8 -0.6
C -0.398182 1.075203 0.694723 -0.5 -0.9 -0.4
C -0.679920 -0.601285 -0.021775 -0.2 1.1 0.9
O 0.675930 -0.264262 -0.914636 0.1 -0.2 0.3
O 1.448084 -1.438956 -1.214101 -0.2 0.7 0.1
O -1.766832 -0.487680 -0.835467 0.2 0.0 -0.2
O -0.526630 -1.530466 0.747028 0.3 0.0 -0.3
H 1.344488 -1.968929 -0.400578 -0.2 0.2 0.1
H -2.329354 -1.258180 -0.663658 0.2 0.0 0.0
H 1.741594 0.831060 0.902056 0.0 0.0 -0.2
H 1.222830 1.868073 -0.531257 0.1 0.0 0.1
H -0.562851 0.845527 1.740357 0.0 0.1 0.0
H -1.113425 1.750456 0.241677 0.0 0.0 0.1
```
Forces are in eV/Å.

Properties
net charge = 0
HOMO-LUMO gap = 0.350 Eh
HOMO energy = -9.50 eV
E = -11392.867 eV
ΔE to the lowest compared entry with this formula, charge and spin = 5.826 eV

The following is a quantum chemistry calculation of a 4-piece molecular cluster, C13H34IN4O10PSSi2 overall, from OMol25.

Geometry as XYZ:
```
66
Properties=species:S:1:pos:R:3:forces:R:3
C -3.614691 -0.807179 5.085127 -0.2 0.0 0.0
C -3.438241 -2.301539 4.818359 0.1 -0.1 0.2
C -2.109212 -2.699642 4.189840 0.0 0.2 -0.2
O -2.251941 -2.792299 2.769083 -0.2 0.0 0.0
C -1.146949 -3.386243 2.125824 0.1 -0.1 0.1
Si -0.122870 -2.277608 0.994099 0.3 -0.4 0.0
I 2.201209 -3.017927 1.130259 0.0 0.0 0.0
O -0.597274 -2.475845 -0.550551 -0.2 0.5 0.1
Si -1.416635 -1.483516 -1.612449 -0.3 -0.2 -0.4
C -2.926071 -0.729258 -0.779265 -0.1 0.1 0.2
N -3.017242 0.722888 -0.957117 0.0 0.0 -0.2
C -0.281478 -0.192252 -2.363686 0.1 0.0 -0.1
C 1.211768 -0.477020 -2.226175 0.3 -0.4 -0.2
O 1.967934 0.745643 -2.281545 -0.4 0.3 0.2
C 2.431620 1.230550 -1.095361 0.2 0.0 0.0
O 3.132810 0.580121 -0.363501 -0.3 -0.1 0.0
C 2.050189 2.661791 -0.820720 0.1 0.3 -0.1
C 3.280894 3.580038 -0.939054 -0.1 0.0 0.4
P 0.000365 -0.071001 1.589805 -0.3 0.1 0.4
S -1.480062 0.689212 2.615095 0.0 0.0 -0.2
H -4.357126 -0.649115 5.869859 0.0 0.0 0.0
H -3.962814 -0.270375 4.201694 0.2 0.0 0.0
H -2.678717 -0.352344 5.414448 0.0 0.0 0.0
H -4.245584 -2.678522 4.187229 0.0 0.0 0.1
H -3.523136 -2.848818 5.760803 0.0 0.1 0.0
H -1.779250 -3.672555 4.572395 0.0 0.0 -0.1
H -1.345221 -1.944041 4.415622 0.0 -0.1 0.1
H -1.510787 -4.186348 1.464414 0.0 0.0 0.0
H -0.461332 -3.866564 2.834432 -0.1 0.0 0.0
H -1.867297 -2.380861 -2.696544 0.1 -0.1 0.0
H -3.781563 -1.186860 -1.288915 0.0 0.0 0.1
H -2.998015 -1.049176 0.274793 0.1 0.0 0.0
H -2.183639 1.194325 -0.628376 -0.1 0.0 0.1
H -3.789647 1.100694 -0.422087 0.0 0.0 0.0
H -0.548361 -0.177701 -3.425306 0.0 0.2 0.0
H -0.501421 0.812883 -1.995527 0.0 -0.1 0.1
H 1.474587 -1.018696 -1.313852 0.0 0.1 0.0
H 1.560747 -1.092947 -3.055784 0.0 0.0 0.0
H 1.667682 2.708156 0.202432 0.0 -0.1 0.0
H 1.256938 3.002176 -1.485040 0.1 -0.2 -0.1
H 2.965953 4.602872 -1.129282 0.1 0.0 -0.1
H 3.825481 3.583252 0.005512 0.2 -0.1 -0.1
H 3.941482 3.237618 -1.737105 0.0 0.2 0.0
H 0.291115 0.603203 0.382481 0.1 -0.1 0.0
H 1.247651 -0.028776 2.235521 0.1 0.0 -0.1
C 2.364226 4.867715 -5.350029 0.1 0.0 0.0
N 2.487373 5.610947 -4.065590 0.0 0.0 0.1
O 3.280807 6.523327 -4.006959 0.0 0.0 0.0
O 1.777112 5.239809 -3.150583 -0.1 0.0 -0.1
H 3.054660 5.305701 -6.060142 0.0 0.0 0.0
H 2.600963 3.828567 -5.140779 0.0 0.0 0.0
H 1.331936 4.958317 -5.674187 0.0 0.0 0.0
C 6.974298 1.274161 -1.533954 -0.1 -0.1 -0.1
N 7.239352 2.561097 -2.235959 0.0 0.0 0.0
O 7.075672 2.594282 -3.438975 0.0 0.0 0.0
O 7.598318 3.495093 -1.550946 0.0 0.0 0.0
H 6.662901 0.543746 -2.270824 0.0 0.0 0.0
H 7.893989 0.977706 -1.039234 0.0 0.1 0.0
H 6.188580 1.454342 -0.805123 0.0 0.0 0.0
C -5.218628 -3.837646 1.498381 0.1 0.0 0.0
N -6.045872 -4.909600 2.116714 0.0 0.0 0.0
O -5.748619 -5.277117 3.235062 0.0 0.0 0.0
O -6.966428 -5.344881 1.456765 0.0 0.0 0.0
H -4.435368 -3.556592 2.191872 0.0 0.0 0.0
H -4.805697 -4.242626 0.578386 -0.1 0.0 0.0
H -5.881425 -3.006744 1.274217 0.0 0.0 0.0
```
Forces are in eV/Å.

Properties
net charge = 0
HOMO-LUMO gap = 0.330 Eh
HOMO energy = -8.85 eV
E = -84442.777 eV

Question: Among the records above, which one has the lowest E?
Answer: C13H34IN4O10PSSi2

Question: Look up the E of the fourth one.
Answer: -11392.867 eV

Question: Look up the E of the third one.
Answer: -41774.562 eV

Question: Among the records above, which one has the lowest E?
Answer: C13H34IN4O10PSSi2